{
  "formula": "C29H21ClF3I2N7O5Ru",
  "method": "the ωB97M-V functional and the def2-TZVPD basis",
  "homo_lumo_gap_ha": [0.2733, 0.2525],
  "total_charge": -1,
  "multiplicity": 2,
  "e_above_lowest_ev": 0.000,
  "energy_ha": -3327.52701,
  "s_squared": 0.754,
  "elements": ["Ru", "Cl", "C", "C", "C", "I", "C", "O", "C", "N", "C", "C", "C", "C", "H", "H", "H", "H", "I", "C", "C", "C", "C", "C", "C", "C", "O", "O", "H", "H", "H", "H", "C", "C", "N", "C", "N", "C", "C", "C", "N", "C", "H", "H", "H", "H", "H", "H", "H", "H", "H", "H", "H", "H", "H", "N", "C", "C", "C", "N", "C", "N", "F", "C", "F", "F", "C", "O", "O"],
  "coordinates": [[-0.29, 0.03, 0.19], [-4.44, 0.46, -5.25], [-3.73, 0.62, -3.67], [-4.41, 1.26, -2.68], [-3.86, 1.42, -1.40], [-4.91, 2.43, 0.08], [-2.61, 0.91, -1.07], [-2.04, 1.04, 0.09], [-1.91, 0.23, -2.13], [-0.67, -0.23, -1.80], [0.07, -0.83, -2.71], [-0.38, -1.01, -4.03], [-1.62, -0.57, -4.38], [-2.44, 0.09, -3.43], [-5.39, 1.66, -2.88], [1.03, -1.20, -2.38], [0.26, -1.51, -4.74], [-2.00, -0.71, -5.39], [-5.18, -6.73, 3.54], [-4.06, -5.36, 2.41], [-3.53, -4.24, 3.03], [-2.79, -3.34, 2.27], [-2.59, -3.56, 0.91], [-3.13, -4.69, 0.32], [-3.87, -5.60, 1.06], [-1.80, -2.59, 0.07], [-1.38, -1.59, 0.78], [-1.62, -2.80, -1.12], [-3.69, -4.07, 4.08], [-2.37, -2.46, 2.73], [-2.96, -4.85, -0.74], [-4.29, -6.48, 0.59], [3.89, 3.13, 2.00], [3.72, 1.63, 1.95], [2.48, 1.33, 1.25], [1.94, 2.07, 0.28], [0.78, 1.71, -0.29], [0.19, 2.70, -1.19], [1.25, 3.25, -2.13], [2.28, 3.96, -1.29], [2.60, 3.20, -0.09], [3.82, 3.65, 0.58], [4.86, 3.39, 2.43], [3.11, 3.58, 2.61], [3.63, 1.19, 2.94], [4.56, 1.17, 1.43], [1.93, 0.56, 1.63], [-0.28, 3.50, -0.62], [-0.60, 2.22, -1.76], [0.81, 3.94, -2.85], [1.70, 2.42, -2.68], [1.91, 4.95, -0.99], [3.21, 4.12, -1.85], [3.81, 4.74, 0.56], [4.69, 3.31, 0.01], [1.43, -1.09, 0.09], [2.50, -1.47, -0.08], [3.84, -1.78, -0.36], [4.61, -0.73, -0.90], [5.23, 0.15, -1.32], [4.40, -3.05, -0.10], [4.87, -4.08, 0.11], [-1.37, 1.02, 4.56], [-0.35, 0.16, 4.58], [-0.82, -1.02, 5.02], [0.53, 0.60, 5.50], [0.34, -0.04, 3.20], [-0.32, 0.45, 2.24], [1.42, -0.60, 3.20]],
  "mulliken_spin": [0.944, 0.000, 0.003, -0.001, 0.001, 0.000, -0.030, -0.002, 0.023, -0.049, 0.008, -0.001, 0.002, 0.003, 0.000, 0.000, 0.000, 0.000, 0.000, 0.001, -0.001, 0.002, -0.001, 0.001, -0.001, 0.007, -0.002, 0.007, 0.000, 0.000, 0.000, 0.000, 0.002, -0.002, 0.018, 0.008, 0.030, 0.015, 0.004, 0.000, 0.010, -0.002, 0.000, 0.000, 0.000, 0.001, -0.005, 0.005, -0.006, 0.000, -0.003, 0.001, 0.000, 0.000, 0.000, -0.016, 0.015, 0.001, 0.002, 0.000, 0.002, 0.000, 0.000, 0.000, 0.000, 0.000, 0.002, -0.002, 0.005]
}